Density functional theory data (ωB97M-V/def2-TZVPD) for a structure of composition C36H84O30S6 in a non-equilibrium geometry.

CARTESIAN COORDINATES (ANGSTROEM)
S (0.1185, -6.4892, 1.4491)
S (4.0989, -2.2994, 1.0428)
S (-0.2583, 3.8862, -3.0334)
S (5.6371, 3.9438, 1.0920)
S (0.5950, -3.0234, 5.1907)
S (-3.9489, -3.8878, -2.2774)
O (-6.1791, -0.5716, 1.4992)
O (-0.7172, -3.0172, -5.6738)
O (-4.3138, -4.8573, -3.5526)
O (-2.4413, 2.8801, 6.4320)
O (5.9427, 2.4843, 0.3563)
O (5.6993, -2.2853, 1.3326)
O (0.6412, -7.4593, 2.3023)
O (1.0383, -2.2842, 3.7795)
O (5.1061, 4.8130, 0.0932)
O (0.6320, -2.0801, 6.2655)
O (2.2074, -0.7816, -2.8280)
O (0.8419, 7.7874, 1.0154)
O (-4.8258, -4.2618, -1.2103)
O (-1.0328, -5.7623, 1.8604)
O (-0.9499, 5.3528, -2.9354)
O (3.7469, -3.5253, 2.0990)
O (-0.9783, -3.3848, 4.7859)
O (-0.7000, 3.1162, -4.1510)
O (6.7850, 4.3857, 1.7754)
O (1.3021, -4.2462, 5.3333)
O (-2.4844, -4.4544, -2.0818)
O (-0.2957, 3.3354, -1.7445)
O (3.5602, -1.0629, 1.4767)
O (-3.9198, -2.4834, -2.6180)
O (4.3917, 3.5487, 2.0483)
O (3.8851, -2.8119, -0.2716)
O (-0.5113, -0.5023, 0.4335)
O (1.2987, -5.4463, 1.0045)
O (1.3061, 4.3648, -3.3302)
O (-0.1584, -7.1321, 0.0244)
C (-4.1369, -1.7071, 1.1408)
C (2.1096, 0.6191, -2.8594)
C (0.2973, 8.9375, 0.4105)
C (-0.7246, -1.1310, -4.2905)
C (4.9906, 1.5304, 0.8887)
C (1.2477, 5.7896, -3.5876)
C (5.9758, -2.8531, 2.5839)
C (-1.6216, 0.7244, 5.6182)
C (3.7867, 2.4233, 1.4218)
C (3.3271, -1.3011, -3.4112)
C (-8.1017, 0.7110, 2.1511)
C (3.1302, -2.7731, -3.5218)
C (-0.3519, -3.6246, -6.8930)
C (-1.2201, 3.5028, 6.7117)
C (1.6851, -5.7725, -0.3349)
C (4.6639, -3.3380, 3.2332)
C (-0.1983, 9.8355, 1.5106)
C (-0.5740, -1.5993, -5.6812)
C (0.4122, -6.2432, -0.9529)
C (-1.4004, 4.8284, 7.4375)
C (0.3384, -2.2332, -0.8787)
C (-1.2699, -2.7670, 3.5094)
C (-0.3698, 1.4980, 1.7658)
C (1.2608, 5.4460, 0.5975)
C (-1.0212, 0.8158, 0.5868)
C (-5.5663, -1.5019, 0.6408)
C (-7.5733, -0.4616, 1.2977)
C (-0.7523, -5.0705, -6.8547)
C (1.1864, 6.8711, 0.0180)
C (2.7459, 1.2645, -1.6198)
C (-2.4120, 1.9823, 5.3744)
C (-0.6124, -1.0818, -0.8234)
C (-1.9951, -4.8085, -3.3673)
C (-3.1626, -4.7761, -4.3862)
C (0.0924, -2.6818, 2.8104)
C (-0.1816, 6.2139, -3.7707)
H (-0.3639, 5.1314, 7.6581)
H (2.3296, 2.3220, -1.5170)
H (-7.7258, 1.6607, 1.8548)
H (-0.8918, -3.1323, -7.7155)
H (-0.5498, 2.8738, 7.2859)
H (-1.1484, -4.1832, -3.6208)
H (0.0612, -1.3290, -3.5795)
H (6.5285, -2.1333, 3.1788)
H (2.4515, 0.6597, -0.7562)
H (-1.8875, -3.4379, 2.9091)
H (-0.8418, 9.2844, 2.1611)
H (-1.8010, -1.8334, 3.6524)
H (-0.5127, 8.5939, -0.2807)
H (3.8664, 1.3188, -1.6549)
H (-0.8231, -0.0395, -4.3077)
H (1.4410, 4.6941, -0.1361)
H (0.4018, -3.6646, 2.4514)
H (-1.6270, -1.2852, -1.1336)
H (-0.0780, -3.0044, -0.2298)
H (0.3538, 5.1420, 1.1088)
H (2.6200, 1.0591, -3.7055)
H (-0.8767, 1.3290, -0.3723)
H (-1.2924, -1.1720, -6.3900)
H (-0.6762, 2.5530, 1.6273)
H (-3.1555, -5.6399, -5.0345)
H (-1.6803, -1.5094, -3.8663)
H (4.1927, -2.6633, 3.9442)
H (1.0360, 0.8821, -2.8813)
H (1.3450, -1.9658, -0.5732)
H (3.1444, -3.3516, -2.6093)
H (-3.4351, 1.7013, 5.1523)
H (-1.7193, 0.4076, 6.6475)
H (-7.6870, -0.2883, 0.2405)
H (-2.1013, 0.6764, 0.7023)
H (3.8926, -3.2274, -4.1630)
H (2.0374, 5.4162, 1.3773)
H (2.4737, -6.5580, -0.2721)
H (-5.5213, -1.1691, -0.3995)
H (-0.6856, 1.1446, 2.7311)
H (-0.2577, -0.2967, -1.5613)
H (-1.8526, -0.1046, 4.9763)
H (-0.8208, 10.6245, 1.0420)
H (-0.6816, 3.6826, 5.7836)
H (0.4907, 6.8607, -0.8009)
H (-1.8493, 5.5718, 6.8083)
H (4.6928, -4.3453, 3.6581)
H (1.8102, 6.0210, -4.5061)
H (1.9876, -4.8275, -0.7987)
H (-0.5340, 6.0617, -4.8054)
H (-3.5887, -0.7985, 0.8759)
H (-0.2016, -5.5035, -6.0099)
H (-3.7458, -2.5469, 0.5431)
H (-1.8843, 4.6777, 8.3856)
H (-0.3654, 7.2434, -3.5417)
H (4.8424, 0.8352, 0.0458)
H (0.6090, 10.3410, 2.0482)
H (-4.1299, -1.9061, 2.2016)
H (-1.9620, 2.4876, 4.5200)
H (0.1615, -1.8636, 2.1280)
H (-6.1352, -2.4597, 0.6707)
H (5.5527, 0.9263, 1.6035)
H (-0.5533, 0.9208, 5.5123)
H (3.2056, 2.8654, 0.5738)
H (6.6672, -3.7156, 2.3978)
H (-0.2930, -5.3920, -1.0338)
H (3.4403, -0.9335, -4.4349)
H (-8.1221, -1.4093, 1.4990)
H (-1.8023, -5.3058, -6.7512)
H (2.1762, 7.0853, -0.3982)
H (1.7439, 6.3576, -2.7812)
H (-3.1572, -3.8377, -4.9585)
H (2.0578, -2.9098, -3.8687)
H (3.1576, 1.8802, 2.1248)
H (0.7131, 1.3719, 1.6708)
H (0.5037, -6.7330, -1.9051)
H (4.2746, -1.0797, -2.8752)
H (-0.3583, -5.5975, -7.7267)
H (1.0747, 9.4395, -0.1817)
H (-9.2076, 0.7422, 2.0996)
H (0.4132, -1.3627, -6.0997)
H (0.7182, -3.5388, -7.0305)
H (0.4756, -2.5678, -1.9300)
H (-7.8456, 0.5674, 3.2309)
H (-1.6378, -5.8473, -3.3440)

Summary:
F_max	3.1	eV Å⁻¹
orbital gap	9.49	eV
multiplicity	1

---

Density functional theory data (ωB97M-V/def2-TZVPD) for a cluster of 2 separate species, C4H14N3O in total in a non-equilibrium geometry.

CARTESIAN COORDINATES (ANGSTROEM)
O (-3.0111, 2.5265, 1.8341)
N (-1.6457, -2.0044, -2.0347)
N (0.2427, 0.9582, 0.3672)
N (2.9293, 0.7833, 0.9885)
C (0.9479, -0.0012, -0.2981)
C (2.3483, 0.1218, -0.2425)
C (-1.2729, -1.0594, -0.9981)
C (0.2199, -1.2302, -0.7482)
H (3.1364, 1.7356, 0.6635)
H (-1.5105, -0.0119, -1.2265)
H (0.3980, 1.9098, 0.0728)
H (0.4340, -2.0051, -0.0007)
H (-2.6924, 2.6670, 2.7393)
H (0.6264, -1.5189, -1.7336)
H (3.0653, -0.3847, -0.8767)
H (-0.7269, 0.7024, 0.5573)
H (-2.6285, -2.1608, -2.0995)
H (-3.7715, 1.9581, 1.9209)
H (-1.9225, -1.1864, -0.1142)
H (-1.2222, -2.8837, -1.7908)
H (3.8000, 0.3030, 1.2583)
H (2.2559, 0.7810, 1.7616)

Summary:
F_max	2.6	eV Å⁻¹
charge	+2
ΔE to the lowest compared entry with this formula, charge and spin	270.4	kJ/mol
orbital gap (spin up / spin down)	6.81 / 3.73	eV
multiplicity	2

---

Density functional theory data (ωB97M-V/def2-TZVPD) for a cluster of 7 separate species, C7H28N14O7 in total in a non-equilibrium geometry.

CARTESIAN COORDINATES (ANGSTROEM)
O (1.8443, 3.5358, -1.1999)
O (3.3521, -0.1276, 5.8987)
O (2.7914, -3.6546, -2.7543)
O (-4.8207, 0.8741, 1.5593)
O (-1.2077, 0.1071, -2.5530)
O (0.0321, -0.4704, 2.1319)
O (1.5669, -3.2952, 2.1593)
N (-1.3368, -0.1716, 0.3250)
N (1.4116, -1.9650, -2.2943)
N (-1.3406, -0.9816, -4.5561)
N (2.6640, -1.9641, -4.2671)
N (-0.3502, 3.6578, -0.6130)
N (2.2561, 0.7062, 4.0392)
N (4.5167, 0.8335, 4.2642)
N (3.3442, -2.6726, 3.4534)
N (0.2581, 2.5354, -2.4616)
N (-6.9774, 0.6214, 0.8333)
N (-6.5237, 1.9872, 2.5589)
N (3.2113, -2.1616, 1.1912)
N (0.9036, -0.2039, 0.0328)
N (-2.9445, 0.5251, -3.9249)
C (-0.1310, -0.3859, 0.9202)
C (2.3151, -2.5827, -3.1073)
C (-6.0250, 1.1214, 1.6514)
C (3.3257, 0.3923, 4.7877)
C (0.6495, 3.3586, -1.4550)
C (-1.7681, -0.0561, -3.6375)
C (2.6640, -2.7522, 2.2985)
H (4.2159, -2.2151, 3.2357)
H (1.7684, -0.1266, 0.5440)
H (1.3701, 0.3452, 4.3517)
H (-0.5902, 1.9931, -2.4957)
H (-6.6365, -0.0787, 0.1953)
H (-1.9573, -1.1703, -5.3242)
H (0.9736, 2.1180, -3.0330)
H (-7.5171, 2.1216, 2.5413)
H (1.0634, -2.4296, -1.4754)
H (-3.3223, 1.2450, -3.3355)
H (-7.9597, 0.7192, 0.9988)
H (-1.3370, -0.2973, -0.6760)
H (5.3300, 0.7536, 4.8497)
H (4.5504, 1.6619, 3.6909)
H (-3.2382, 0.5042, -4.8875)
H (-1.2429, 3.3637, -0.9635)
H (3.4116, -2.4065, -4.7700)
H (2.3065, 1.4008, 3.3198)
H (2.2322, -1.1053, -4.5532)
H (-0.5337, -1.5402, -4.3395)
H (-0.1752, 3.8788, 0.3494)
H (4.0770, -1.6699, 1.3410)
H (-2.2030, 0.0841, 0.7665)
H (0.6345, 0.2825, -0.8030)
H (2.7141, -2.1361, 0.3228)
H (1.1365, -1.0180, -2.4876)
H (3.2257, -3.4698, 4.0539)
H (-5.9780, 2.3809, 3.3024)

Summary:
F_max	4.1	eV Å⁻¹
ΔE to the lowest compared entry with this formula, charge and spin	198.8	kJ/mol
SMILES	NC(N)=O.NC(N)=O.NC(N)=O.NC(N)=O.NC(N)=O.NC(N)=O.NC(N)=O
orbital gap	8.72	eV
multiplicity	1

---

What did the second record say?
Density functional theory data (ωB97M-V/def2-TZVPD) for a cluster of 2 separate species, C4H14N3O in total in a non-equilibrium geometry.

CARTESIAN COORDINATES (ANGSTROEM)
O (-3.0111, 2.5265, 1.8341)
N (-1.6457, -2.0044, -2.0347)
N (0.2427, 0.9582, 0.3672)
N (2.9293, 0.7833, 0.9885)
C (0.9479, -0.0012, -0.2981)
C (2.3483, 0.1218, -0.2425)
C (-1.2729, -1.0594, -0.9981)
C (0.2199, -1.2302, -0.7482)
H (3.1364, 1.7356, 0.6635)
H (-1.5105, -0.0119, -1.2265)
H (0.3980, 1.9098, 0.0728)
H (0.4340, -2.0051, -0.0007)
H (-2.6924, 2.6670, 2.7393)
H (0.6264, -1.5189, -1.7336)
H (3.0653, -0.3847, -0.8767)
H (-0.7269, 0.7024, 0.5573)
H (-2.6285, -2.1608, -2.0995)
H (-3.7715, 1.9581, 1.9209)
H (-1.9225, -1.1864, -0.1142)
H (-1.2222, -2.8837, -1.7908)
H (3.8000, 0.3030, 1.2583)
H (2.2559, 0.7810, 1.7616)

Summary:
F_max	2.6	eV Å⁻¹
charge	+2
ΔE to the lowest compared entry with this formula, charge and spin	270.4	kJ/mol
orbital gap (spin up / spin down)	6.81 / 3.73	eV
multiplicity	2